[1]
# C4H15N2O

3 unconnected molecules or ions with the total composition C4H15N2O at a distorted geometry (ωB97M-V/def2-TZVPD, the Open Molecules 2025 dataset).

Geometry as XYZ:
```
22
Properties=species:S:1:pos:R:3
N -1.6853 -0.7434 1.7327
C -1.5972 0.5890 1.1651
C -0.1358 0.9634 1.1926
N 0.5118 0.3279 0.0185
C 1.8900 -0.1391 0.3378
C 2.4664 -0.9728 -0.7921
H -2.5985 -1.0512 2.0361
H -2.4729 3.7997 -4.5832
H -1.0728 -1.4285 1.2782
H -1.9653 0.5200 0.1260
H -2.2502 1.2912 1.6897
H 0.3705 0.7174 2.1261
H 0.0806 2.0444 1.0014
H -0.1418 -0.5530 -0.1257
H 1.7085 -0.9013 1.1256
H 2.3943 0.7621 0.6628
H 1.8214 -1.8797 -0.7456
H 2.3308 -0.5609 -1.7877
H 3.5222 -1.2451 -0.7750
H -2.4224 3.0601 -4.6565
H -0.5574 -2.5703 -0.8744
O -0.1969 -2.0300 -0.1525
```

Summary:
* total charge: +1

Löwdin atomic charge list, values in e, 6 entries: N 0.157; C -0.205; C -0.146; N 0.093; C -0.190; C -0.063



[2]
# C9H14S

2 unconnected molecules or ions with the total composition C9H14S at a distorted geometry (ωB97M-V/def2-TZVPD, the Open Molecules 2025 dataset).

Geometry as XYZ:
```
24
Properties=species:S:1:pos:R:3
C 2.7502 1.3460 1.0718
C 1.3093 1.1375 0.8996
C 0.7115 0.4376 1.9763
C -0.6440 0.2437 2.0048
C -1.3700 0.9066 1.0489
C -0.8755 1.7312 0.0639
C 0.5476 1.9323 -0.0054
H 3.1694 0.4905 0.4578
H 3.2079 1.5015 2.0772
H 3.1289 2.2141 0.5665
H 1.3094 -0.0955 2.7453
H -0.9978 -0.5234 2.7620
H -2.4443 0.6376 1.1438
H -1.5964 2.2688 -0.6223
H 0.9921 2.5300 -0.7308
C -1.0584 -1.4729 -2.4962
C -0.7671 -1.5787 -1.0237
S -1.6383 -3.2326 -0.3785
H -1.1228 -0.4074 -2.8313
H -1.9849 -1.9331 -2.8801
H -0.2523 -1.9255 -3.0985
H 0.2948 -1.6215 -0.7717
H -1.2376 -0.7317 -0.4535
H -1.4318 -3.8551 -1.5260
```

Summary:
* total charge: 0
* SMILES: Cc1ccccc1.CCS

Löwdin atomic charge list, values in e, 6 entries: C -0.089; C -0.288; C -0.067; C -0.115; C -0.180; C -0.089



Molecular weight values, unit g mol⁻¹, following the record order: 107.18, 154.28.
Kohn-Sham gap values, unit eV, following the record order: 5.19, 9.69.